1.
The ion C8H14N3 with charge +1 in a non-equilibrium geometry, computed with ωB97M-V/def2-TZVPD.

Atoms and positions in Å:
C: -1.9235 1.6240 0.1007
C: -2.8578 0.7163 0.1808
C: -0.8782 -0.2514 -0.1536
C: 0.8656 -0.9564 0.7586
C: 0.6496 1.8229 -0.2937
C: 1.7562 1.1569 0.6517
C: -2.9049 -1.6917 -0.1058
C: 2.5113 -0.5843 -0.8817
N: -0.6477 1.0619 -0.0952
N: -2.1746 -0.5007 0.0166
N: 1.8395 -0.1777 0.3306
H: -2.0436 2.7216 0.3458
H: -3.8717 0.6962 0.5525
H: 0.5042 -0.8312 1.7342
H: 0.6938 -1.9882 0.4276
H: 0.3044 2.8043 0.1511
H: 1.0252 1.7220 -1.3300
H: 2.7726 1.7399 0.4203
H: 1.5005 1.3781 1.6414
H: -2.1501 -2.4065 -0.2432
H: -3.6412 -1.8033 0.6412
H: -3.4760 -1.6577 -1.0343
H: 1.8328 -0.6039 -1.6918
H: 3.3552 0.1443 -1.2412
H: 2.7894 -1.6440 -0.7892

## Properties
* charge: +1
* DFT total energy: -477.1606 Ha
* largest force on an atom: 0.1059 hartree/bohr
* energy relative to the best compared isomer or geometry (same formula, charge and spin): 3.7090 eV

Atom charges from the Mulliken analysis, given in e for atoms 1 to 2:
1 C -0.412
2 C -0.432

2.
An isolated molecule of C8H10 in a non-equilibrium geometry, computed with ωB97M-V/def2-TZVPD.

Atoms and positions in Å:
C: -2.5420 -0.1929 -0.0623
C: -1.4465 0.4401 0.8223
C: 0.7726 1.2444 0.0037
C: -0.0337 0.1591 0.3806
C: 0.3931 -1.1165 0.0159
C: 1.6838 -1.3331 -0.4511
C: 2.5841 -0.2775 -0.4459
C: 2.0548 1.0176 -0.4721
H: -2.2841 -1.1831 -0.4302
H: -2.8258 0.4443 -0.8967
H: -3.4477 -0.2633 0.5380
H: -1.6208 1.5123 0.7791
H: -1.6609 0.0971 1.8364
H: 0.3804 2.2431 0.1383
H: -0.3312 -1.9102 0.1414
H: 2.0022 -2.3411 -0.6890
H: 3.6549 -0.3652 -0.3506
H: 2.6668 1.8247 -0.8577

## Properties
* structure (SMILES): CCc1ccccc1
* DFT total energy: -310.8120 Ha
* largest force on an atom: 0.0244 hartree/bohr
* energy relative to the best compared isomer or geometry (same formula, charge and spin): 0.6448 eV

Atom charges from the Mulliken analysis, given in e for atoms 1 to 2:
1 C -1.018
2 C -0.663

3.
A cluster of 2 separate species, C6H13NO in total in a non-equilibrium geometry, computed with ωB97M-V/def2-TZVPD.

Atoms and positions in Å:
C: 0.6518 2.1545 -0.1302
N: 1.9274 1.8482 0.4755
C: 2.3071 0.4351 0.2898
C: 0.0005 -3.4335 1.0707
C: -0.1280 -2.5456 0.1010
C: 0.8845 -1.5296 -0.2661
C: 1.2676 -0.5854 0.5922
H: 0.4500 3.2084 -0.3401
H: -0.2425 1.9058 0.4645
H: 0.5048 1.6488 -1.0827
H: 1.8726 2.0322 1.4661
H: 3.2064 0.3098 0.9072
H: 2.7552 0.3411 -0.7051
H: 0.8133 -3.4120 1.7902
H: -0.6628 -4.2723 1.2468
H: -0.9881 -2.5495 -0.5601
H: 1.1277 -1.4864 -1.3220
H: 0.7284 -0.5002 1.5302
H: -4.9903 2.0031 -0.8800
H: -6.0548 2.8625 -1.5221
O: -5.3037 2.2968 -1.7421

## Properties
* structure (SMILES): C=C/C=C/CNC.O
* DFT total energy: -366.3329 Ha
* largest force on an atom: 0.0302 hartree/bohr
* energy relative to the best compared isomer or geometry (same formula, charge and spin): 2.7471 eV

Atom charges from the Mulliken analysis, given in e for atoms 1 to 2:
1 C -0.829
2 N -0.376